83
Properties=species:S:1:pos:R:3:forces:R:3:mulliken_charge:R:1 method="wB97M-V/def2-TZVPD" homo_ev="-14.61 / -14.61" charge=+3 orbital_gap_ev="4.332 / 3.968" lumo_ev="-10.3 / -10.6"
Tl 0.73488 -0.47045 -0.75818 0.6 -0.3 0.5 0.6643
Se -1.92029 -3.44405 -0.08831 0.1 0.2 -0.4 0.2147
Se -1.97031 -2.16258 -3.42570 -0.9 -0.4 0.7 0.2418
Cl 2.82899 1.02731 -2.90907 -0.7 0.2 0.4 -0.0431
Cl -2.19382 2.94160 -4.51184 1.1 -0.9 0.0 -0.1236
S -0.33845 1.87822 -2.10348 0.3 0.2 -0.2 0.1192
O 3.93041 -1.39278 -1.24827 1.4 0.1 -0.9 -0.2880
O -4.54980 -1.81242 -1.73933 4.6 1.3 0.4 -0.0268
N 1.56702 0.40928 2.40064 -1.1 -0.4 0.7 0.2218
N -3.45788 -1.48365 -1.56639 -4.3 -1.2 -0.7 0.3243
N -1.03341 1.56674 1.91390 -1.2 1.7 1.7 0.3663
C -3.38902 -0.13092 2.11146 -0.2 -1.6 -1.0 -1.1258
C 0.30832 1.96544 -3.68100 -0.1 -0.4 1.4 -0.1710
C -1.14208 4.33916 0.82371 -1.1 -1.3 0.0 -1.2384
C 1.85220 2.60050 3.76475 0.0 -1.0 -0.5 -1.3840
C 1.58946 -2.06162 3.79922 0.5 0.2 0.2 -1.1888
C 1.14783 1.42665 3.01308 -0.5 1.2 0.7 0.3411
C -2.40342 3.43505 1.07766 1.5 1.2 -0.2 1.1619
C -0.09516 2.15810 -6.03167 -1.3 0.3 -0.4 -0.6179
C -0.38502 1.64392 3.04454 -0.2 0.1 -1.6 0.4113
C -3.48962 1.26422 1.60207 0.7 -0.6 -0.3 1.1579
C -3.63918 3.91144 0.68916 -0.3 -1.7 0.6 -0.7560
C 5.10992 -1.76346 2.45463 0.5 0.3 -0.2 -0.5377
C -3.26379 -1.53995 -4.73851 -0.4 0.5 0.4 -0.8965
C 5.16092 -0.39230 2.09916 1.7 -2.5 0.7 -0.9821
C 2.78851 -1.59221 2.97111 -0.5 0.3 0.8 0.8636
C -4.67118 1.69685 1.06200 -0.1 0.9 0.4 -0.7002
C -1.52399 -4.90608 1.13104 0.1 -0.6 0.7 -1.0924
C 3.97884 1.64996 1.40635 0.3 1.9 -1.7 -1.6309
C 3.99863 0.30787 2.02500 -0.7 1.3 0.5 1.9027
C -4.78065 3.06901 0.69056 0.1 -0.3 -0.1 -0.5939
C 2.81546 -0.22370 2.52257 0.8 -1.8 -0.4 -0.5827
C -0.57111 2.26466 -4.73274 -0.3 0.6 -1.5 0.1665
C 2.16604 1.84631 -5.31471 0.2 -0.1 1.0 -0.6035
C 3.92674 -2.39456 2.85635 0.2 1.2 -0.4 -1.0776
C -1.10036 1.93853 4.37571 1.2 -0.3 0.0 -1.4283
C 3.92035 -2.56219 -2.08069 0.8 -1.0 -0.6 -0.7676
C -2.14321 -4.55955 -1.70509 1.4 -2.1 1.1 -0.8297
C -2.63825 -3.97956 -2.98735 -0.2 0.0 -0.7 -0.7952
C -2.29006 2.09787 1.59945 0.4 -0.8 -0.2 -0.6389
C 1.66300 1.66399 -4.02556 0.8 0.1 -0.7 0.5859
C 1.25872 2.09788 -6.32986 0.3 0.1 -0.3 -0.5003
H 0.67687 -1.88197 3.23460 -0.3 -0.2 0.1 0.1594
H 3.36992 -3.33080 -1.58265 -0.8 -0.3 0.5 0.2708
H -2.36522 -4.65848 -3.80897 -0.1 0.4 0.1 0.5483
H -0.81947 2.17112 -6.84465 0.2 0.5 0.1 0.4759
H -3.74583 4.91278 0.37075 0.0 0.9 -0.3 0.5796
H 1.46001 3.55700 3.30764 0.3 -0.9 1.0 0.2989
H -2.92083 -1.79256 -5.70847 0.5 -0.4 -0.9 0.3977
H -3.71244 -3.89821 -2.97816 -0.5 0.2 -0.2 0.4192
H -2.80631 -5.40678 -1.36240 0.4 1.0 -0.6 0.4035
H -1.14547 -5.05498 -1.87930 -0.9 0.6 0.2 0.4035
H -1.15161 3.02050 4.62094 0.2 -0.6 -0.3 0.3041
H -2.36023 -5.59740 1.23219 -0.2 0.2 -0.3 0.3907
H -2.11047 1.54571 4.29102 0.0 0.0 0.2 0.4122
H 6.03118 -2.35368 2.44521 -0.3 0.3 0.0 0.4421
H 4.89881 -3.11600 -2.27194 -0.7 1.4 0.4 0.3154
H 2.94381 1.89287 1.07245 0.7 0.0 0.1 0.2547
H 1.53708 -1.43782 4.73403 0.0 -0.6 -0.8 0.2633
H -0.23538 3.97900 1.35642 -0.6 0.2 -0.7 0.0517
H 1.71404 2.46217 4.86064 -0.3 0.6 -0.7 0.3806
H -0.52932 1.41865 5.20362 -0.8 0.6 -0.9 0.4169
H -3.21600 -0.44660 -4.67248 -0.2 -0.2 0.1 0.2834
H 3.92680 -3.46713 3.07392 -0.1 0.5 0.2 0.4448
H 4.33097 2.55589 1.97783 -0.2 -1.2 -0.1 0.3457
H -5.74869 3.48594 0.38275 0.5 -0.2 0.1 0.4491
H -1.32793 -4.53394 2.15171 0.0 0.2 -0.7 0.3182
H -4.29327 -1.92248 -4.66339 0.4 0.1 0.5 0.3909
H -5.51803 0.99358 1.04489 0.3 0.7 0.0 0.5371
H 4.76361 -0.92200 -1.49906 -1.0 -0.3 0.6 0.2560
H -0.65846 -5.47882 0.77896 -0.1 0.4 0.0 0.3546
H 1.67612 -3.12497 4.11022 -0.1 0.7 -0.3 0.4210
H 1.59975 2.29717 -7.35338 -0.2 -0.4 0.4 0.4266
H 3.25430 1.75200 -5.45259 -0.7 0.0 -0.2 0.4542
H -1.33741 5.36306 1.10549 -0.2 0.2 0.3 0.5270
H 6.16541 0.05398 1.93797 -1.0 -0.2 -0.3 0.4507
H -1.06071 4.36446 -0.28349 0.6 -0.2 0.6 0.2726
H 4.63187 1.65241 0.48274 -0.7 0.0 0.9 0.3838
H -2.47165 -0.30790 2.66411 -0.1 0.0 0.2 0.2387
H 2.93829 2.58522 3.61149 -0.4 -0.1 -0.1 0.3669
H -3.30547 -0.83357 1.19486 -0.3 0.9 1.4 0.0126
H -4.27894 -0.44287 2.71266 0.8 0.3 -0.5 0.4818
H 3.44412 -2.38312 -3.05451 0.2 0.2 0.1 0.2736

***

88
Properties=species:S:1:pos:R:3:forces:R:3:mulliken_charge:R:1 method="wB97M-V/def2-TZVPD" homo_ev=-7.65 orbital_gap_ev=7.907 lumo_ev=0.3
Pb -0.46232 -1.14197 0.51484 0.0 0.1 0.3 1.8064
Se 3.91812 -0.01369 -0.53530 0.0 -0.1 0.0 0.2101
Ge 4.50898 2.04306 1.94401 0.1 0.0 -0.1 0.5692
Cl 1.20419 -1.19318 -2.30399 0.1 0.1 0.0 0.0515
Cl -2.77436 0.38016 -5.66364 0.0 0.0 -0.1 -0.2058
Cl 3.79309 -7.23040 2.82792 0.0 0.0 0.0 -0.2434
S 0.35457 1.93341 -0.17800 0.1 0.1 -0.1 -0.2324
O -3.68266 -2.22586 -0.34943 0.0 0.0 0.0 -0.6733
O 1.57421 -2.20814 0.79349 0.1 0.0 -0.1 -0.7126
O -0.84093 -3.01192 2.09520 -0.1 0.0 0.0 -0.5568
O -2.61814 0.09316 1.60143 0.0 0.0 0.1 -0.3136
O -1.62670 -2.04115 -1.22080 0.1 -0.1 0.0 -0.6133
N -1.88428 3.15043 0.57378 0.1 0.0 0.0 -0.1778
N -1.14802 0.48032 -3.07764 -0.1 0.0 -0.1 0.4002
N -0.39014 2.56076 2.25634 0.0 -0.1 0.0 0.2723
N -4.84019 0.02504 1.26397 0.1 -0.1 0.0 -0.3281
C 3.35459 -3.72106 0.95855 0.0 0.0 0.0 -0.5201
C 0.58357 -2.41357 -4.60387 0.0 0.0 0.0 -0.8290
C -3.84978 2.82624 -2.22342 0.0 0.0 0.0 -0.4790
C -4.93756 1.98156 -2.03515 0.0 0.0 0.0 -0.4230
C -0.14610 -2.60197 -5.76548 0.0 0.0 0.0 -0.5712
C 3.87240 -4.89122 1.43765 0.0 0.0 0.0 -0.5789
C 3.96284 3.55682 0.84159 -0.1 0.0 0.0 -1.0530
C 1.23933 -4.21897 2.04207 0.0 0.0 0.0 0.9032
C -2.91096 -1.97407 -1.27064 -0.1 -0.1 0.1 0.3980
C -1.50223 -0.70622 -5.19028 0.0 0.0 0.0 0.8067
C -4.76843 0.61695 -2.20261 0.0 0.0 0.0 -1.1684
C -0.12360 -3.96653 2.40824 0.1 0.0 -0.1 -0.3147
C -0.72409 2.59578 0.95713 -0.1 -0.1 0.0 0.2967
C -0.88665 3.40412 3.32954 0.0 0.0 0.0 -1.1170
C -3.09921 3.25410 1.37402 0.0 0.0 0.0 -0.9695
C -0.82936 -0.51909 -3.97415 0.0 0.0 0.0 -0.7146
C 2.01500 -3.32571 1.24286 -0.1 0.0 0.0 0.1460
C -3.83871 -1.58867 2.79012 0.0 0.0 0.0 -1.3116
C -2.62696 2.28860 -2.58405 0.0 0.0 0.0 -1.0206
C -3.53839 0.04739 -2.53973 0.0 0.0 0.0 1.4973
C -2.45248 0.91152 -2.73937 0.0 0.0 0.1 0.1357
C 3.09272 -5.75031 2.23321 0.0 0.0 0.0 0.0794
C 5.93955 2.59391 3.16457 0.0 0.0 0.0 -1.1663
C -3.45823 -1.46292 -2.60274 -0.1 0.1 -0.1 -0.6626
C 0.24089 -1.39363 -3.73797 0.0 0.0 0.0 0.3954
C 2.96972 1.39808 2.96484 -0.1 0.1 0.0 -0.6241
C 1.80455 -5.42030 2.52654 0.0 0.0 0.0 -0.8715
C -1.18790 -1.73936 -6.05649 0.0 0.0 0.0 -0.5174
C 4.47978 1.24343 -1.90055 0.0 0.0 0.0 -0.9360
C 5.15214 0.52748 0.87273 0.0 0.0 0.1 -1.0580
C -3.70480 -0.43494 1.84215 -0.1 0.0 -0.1 0.7183
H -5.61375 -0.04832 -2.06601 0.0 0.0 0.0 0.3513
H -4.46292 -1.85894 -2.74053 0.0 0.0 0.0 0.5736
H 0.10025 -3.40856 -6.44160 0.0 0.0 0.0 0.3761
H 2.44351 2.24419 3.41425 0.0 0.0 0.0 0.3538
H -3.20525 2.38628 2.02159 0.0 0.0 0.0 0.1610
H 2.29408 0.87028 2.28780 0.0 0.0 0.0 -0.2324
H 3.17699 3.25733 0.14835 0.0 0.0 0.0 0.1483
H 1.41143 -3.05951 -4.34689 0.0 0.0 0.0 0.4771
H 4.37096 2.26989 -1.55992 0.0 0.0 0.0 0.2292
H -0.43429 0.74041 -2.40904 0.0 0.0 0.0 -0.2597
H -2.03088 3.08264 -0.42214 0.0 0.0 0.0 0.0957
H 6.14297 0.68048 0.44479 0.0 0.0 0.0 0.4647
H 4.89256 -5.17023 1.20625 0.0 0.0 0.0 0.4330
H -3.96242 3.89965 -2.12856 0.0 0.0 0.0 0.4375
H -1.77811 2.93134 -2.78589 0.0 0.0 0.0 0.5133
H 6.24795 1.76347 3.80086 0.0 0.0 0.0 0.3636
H -3.93876 3.25712 0.68091 0.0 0.0 0.0 0.2815
H 5.22807 -0.33740 1.53602 0.0 0.0 0.0 0.4093
H -1.04726 4.42184 2.97592 0.0 0.0 0.0 0.3742
H 3.81919 1.07928 -2.75055 0.0 0.0 0.0 0.2559
H -0.57250 -4.74163 3.05279 0.0 0.0 0.0 0.2945
H 5.60878 3.41125 3.80708 0.0 0.0 0.0 0.3503
H -1.76180 -1.84162 -6.96695 0.0 0.0 0.0 0.4463
H -3.65304 -2.49137 2.20515 0.0 0.0 0.0 0.2577
H 6.81038 2.93505 2.60332 0.0 0.0 0.0 0.3515
H 3.27612 0.72349 3.76493 0.0 0.0 0.0 0.3773
H 3.94658 -3.05904 0.33852 0.0 0.0 0.0 0.3967
H -5.91181 2.38231 -1.78457 0.0 0.0 0.0 0.4457
H -3.07896 -1.51464 3.56368 0.0 0.0 0.0 0.2555
H -4.69848 0.55575 0.41429 0.0 0.0 0.0 0.0040
H 0.46863 2.06012 2.42305 0.0 0.1 0.0 -0.0503
H -0.12116 3.43979 4.10187 0.0 0.0 0.0 0.3623
H -4.83092 -1.64602 3.23530 0.0 0.0 0.0 0.5037
H -2.82999 -1.81380 -3.41790 0.0 0.0 0.1 0.1046
H 4.80095 3.98276 0.28897 0.0 0.0 0.0 0.3710
H -1.80558 3.02692 3.77611 0.0 0.0 0.0 0.2845
H 1.19975 -6.08067 3.13693 0.0 0.0 0.0 0.3889
H -3.14194 4.17086 1.95947 0.0 0.0 0.0 0.3546
H 3.55317 4.33443 1.48972 0.0 0.0 0.0 0.3579
H -5.62654 -0.60440 1.24445 0.0 0.0 0.0 0.2862
H 5.50694 1.05175 -2.20333 0.0 0.0 0.0 0.3275

***

81
Properties=species:S:1:pos:R:3:forces:R:3:nbo_charge:R:1 method="wB97M-V/def2-TZVPD" homo_ev=-8.22 orbital_gap_ev=8.735 smiles="C[C@@H]1CCCN(CCCN2C(=O)[C@H]3[C@H](C(=O)Nc4ccc(Cl)cc4)[C@@H]4C=C[C@]3(O4)[C@@H]2C(=O)NC2CCCCC2)C1" lumo_ev=0.5
Cl 9.36007 -2.53174 1.79493 0.2 -0.1 0.1 -0.0022
O 1.76231 3.66575 -1.89201 -0.3 -0.3 -0.4 -0.5030
O -0.15777 0.83601 0.78250 0.3 -0.3 0.2 -0.6458
O 5.42127 2.85820 0.10612 0.2 0.3 0.2 -0.6062
O 2.29360 -0.24829 -2.43455 0.2 -0.4 -0.2 -0.6434
N -2.31237 -1.80278 -0.44160 0.1 0.0 0.1 -0.4645
N 0.41143 0.99763 -2.04877 -0.4 0.2 0.0 -0.4209
N -1.92999 2.14099 0.27812 -0.2 0.2 0.1 -0.6021
N 5.09454 0.71912 -0.65059 -0.1 -0.3 -0.2 -0.6320
C -3.23638 -2.77726 -0.99458 0.1 -0.1 -0.1 -0.2118
C 2.73568 4.19598 0.10400 -0.2 0.1 -0.1 -0.1915
C -3.95072 0.90341 0.89549 0.2 -0.2 0.3 -0.4305
C 1.59659 3.57289 0.38393 -0.1 0.2 -0.2 -0.2171
C 8.07712 -0.20061 1.33599 0.0 -0.3 -0.1 -0.2000
C -0.03057 2.12290 -1.23961 0.2 0.0 0.1 -0.1381
C 7.08329 0.57644 0.77106 -0.1 0.2 0.0 -0.2631
C 1.70675 0.66067 -1.88396 0.4 0.4 0.4 0.7123
C -4.11919 2.51077 3.34925 -0.2 0.2 -0.2 -0.3990
C 4.80664 2.04565 -0.54629 -0.5 -0.1 -0.5 0.6918
C -5.30201 1.67907 2.86239 0.2 -0.2 0.2 -0.3963
C 3.05603 3.84553 -1.33414 0.6 0.0 0.2 0.0684
C 1.28281 2.79588 -0.87333 0.1 -0.3 0.4 0.2353
C 3.58056 2.37498 -1.37779 -0.1 0.2 -0.1 -0.3228
C -3.76125 -5.17450 -1.55438 0.3 0.2 0.0 -0.5990
C 2.32184 1.63816 -0.90364 -0.2 -0.1 -0.2 -0.3316
C -1.27668 -3.59118 0.95163 -0.3 0.1 0.1 -0.4183
C 8.11409 -1.56281 1.08744 -0.1 0.1 -0.1 -0.0648
C -3.25369 2.95310 2.17236 0.2 -0.3 0.3 -0.3920
C -2.70363 -4.21972 -1.01202 -0.3 0.0 0.1 -0.2379
C -2.27178 -4.61042 0.40263 0.3 0.1 -0.2 -0.3969
C -1.65744 -0.35581 -2.30891 0.4 -0.1 0.0 -0.4054
C -1.21592 -1.44607 -1.32672 -0.2 0.3 -0.1 -0.2393
C -2.76557 1.73290 1.39342 -0.2 0.1 0.0 -0.0534
C 6.16941 -1.38213 -0.28754 0.0 0.2 0.0 -0.2530
C -0.71407 1.62478 0.04687 -0.2 0.5 -0.5 0.6901
C -0.46574 0.32818 -2.97804 -0.2 -0.2 -0.2 -0.2202
C -4.81251 0.46650 2.07608 -0.2 0.3 -0.2 -0.3964
C 7.16133 -2.15922 0.27601 0.1 0.1 0.1 -0.2138
C -1.89687 -2.19255 0.89501 0.3 -0.1 0.1 -0.2218
C 6.12051 -0.00925 -0.04688 0.3 -0.1 0.2 0.2312
H -3.84100 3.59347 1.50859 0.0 0.1 -0.1 0.1888
H -4.47672 3.38745 3.89246 0.1 0.0 0.1 0.2109
H -2.79116 -2.17496 1.52808 0.0 0.0 0.1 0.1819
H -0.67199 2.78393 -1.83006 0.0 0.0 0.1 0.2195
H -3.38183 -6.19395 -1.56999 0.0 -0.1 0.0 0.2106
H -5.90021 1.35317 3.71507 -0.1 0.0 0.0 0.2095
H 3.78708 2.12582 -2.42418 0.0 0.0 0.1 0.2480
H -3.51487 1.91411 4.03538 0.0 0.0 0.1 0.1980
H -1.82663 -4.26390 -1.66736 0.0 0.0 0.0 0.1932
H -0.81554 -2.29965 -1.89119 0.1 0.0 0.0 0.1747
H 5.42274 -1.83926 -0.92059 -0.1 -0.1 -0.1 0.2184
H -2.25335 0.37839 -1.76497 -0.1 0.0 0.0 0.2021
H 7.19739 -3.22072 0.08854 0.0 -0.1 0.0 0.2284
H -2.28753 -0.78142 -3.09137 -0.1 0.1 0.0 0.2094
H 3.64365 4.56123 -1.90011 0.0 0.0 0.0 0.2174
H -1.01266 -3.83482 1.98199 0.1 0.0 0.0 0.2097
H -0.36158 -3.60779 0.35595 0.1 0.0 0.0 0.1982
H -1.82843 -5.60904 0.39537 -0.1 -0.1 0.0 0.2069
H -2.13018 1.11154 2.03137 -0.1 0.1 0.0 0.2279
H 2.43846 1.16189 0.07130 -0.1 0.0 -0.1 0.2636
H -3.50456 -2.46533 -2.00639 -0.1 0.0 0.0 0.1957
H -0.40718 -1.05044 -0.71080 0.0 -0.1 0.0 0.2254
H -4.14464 -2.74577 -0.38202 -0.1 -0.1 -0.1 0.1891
H -3.57792 0.03134 0.35388 0.0 0.1 -0.1 0.2556
H -2.39855 3.53011 2.52973 0.0 0.1 -0.1 0.2123
H 1.04582 3.50592 1.29999 0.0 0.0 0.3 0.2309
H -4.65180 -5.15012 -0.92927 -0.1 0.0 0.1 0.2006
H 4.46923 0.16815 -1.23062 0.0 0.2 0.0 0.4200
H 3.36483 4.79632 0.72780 0.1 0.1 0.3 0.2366
H -2.34004 2.78232 -0.38295 0.1 -0.1 -0.1 0.3965
H -1.19706 -1.44199 1.26724 -0.1 0.0 0.0 0.2246
H -5.93973 2.29390 2.22295 -0.1 0.0 0.0 0.1922
H 0.15294 -0.41285 -3.49116 -0.1 0.1 0.0 0.2379
H -4.22252 -0.17626 2.73222 0.0 -0.1 0.1 0.1965
H -3.15271 -4.63943 1.05002 -0.1 0.0 0.0 0.1912
H -4.55163 1.50895 0.21111 0.0 0.1 -0.1 0.1861
H -4.04593 -4.89780 -2.56737 -0.1 0.0 -0.1 0.2059
H 8.82330 0.25277 1.96906 0.1 0.0 0.1 0.2264
H 7.04860 1.63603 0.96055 0.0 0.0 0.0 0.2576
H -5.66391 -0.11274 1.71454 0.0 -0.1 0.0 0.2107
H -0.82390 1.06025 -3.71270 0.1 -0.1 0.0 0.1962

***

For reference, energy relative to the best compared isomer or geometry (same formula, charge and spin) by record: 0.4; 10.8; 6.3 kcal/mol.
For reference, calculated total energy by record: -7813.3412; -8251.1946; -2186.1248 hartree.